A molecular structure, H2N2O3S in a non-equilibrium geometry, computed with ωB97M-V with the def2-TZVPD basis set.

Each line ends with the Löwdin charge.
Element x y z (Å)
N  0.16714  0.02031  -0.88260  -0.02
N  -0.36081  0.29268  1.32520  -0.11
O  -2.27377  1.27770  -0.12789  -0.27
O  -1.97468  -1.19598  0.00067  -0.28
O  0.66691  0.47993  0.38322  -0.24
S  -1.43845  0.11290  -0.03501  0.71
H  0.45183  0.68965  -1.49388  0.05
H  -0.30883  -0.55066  1.99058  0.15

Cartesian forces (eV/Å) of the 2 atoms listed first:
N -2.9 -3.1 4.0
N -1.4 -0.3 -0.7

HOMO	-0.36597	Eh
E	-734.42198	Eh
LUMO energy	0.461	eV
largest force on an atom	5.9	eV/A
molecular weight	110.094	g/mol

---

2 unconnected molecules or ions with the total composition H2N2O4P in a non-equilibrium geometry, computed with ωB97M-V with the def2-TZVPD basis set.

Each line ends with the Löwdin charge.
Element x y z (Å)
N  0.56146  0.99426  0.24979  -0.08
N  -1.79068  -0.61198  -0.34316  -0.29
O  -2.71030  -1.45408  -0.44260  -0.19
O  2.57415  0.05194  -1.01776  -0.31
O  -1.98558  0.24021  0.66586  -0.28
O  1.68786  -1.33706  0.92482  -0.28
P  1.64455  -0.24501  0.01650  0.39
H  0.46630  1.55238  -0.59035  0.04
H  -0.44776  0.80934  0.53689  -0.01

Cartesian forces (eV/Å) of the 2 atoms listed first:
N 0.4 -0.9 -0.3
N -2.7 0.0 2.3

HOMO	-0.16915	Eh
E	-753.08528	Eh
LUMO energy	3.614	eV
largest force on an atom	4.2	eV/A
molecular weight	125.000	g/mol
net charge	-1

---

A molecular structure, H2N2O4S in a non-equilibrium geometry, computed with ωB97M-V with the def2-TZVPD basis set.

Each line ends with the Löwdin charge.
Element x y z (Å)
N  1.01815  2.08547  -1.09635  -0.21
N  0.18142  -0.19554  0.13735  -0.06
O  0.96499  3.17682  -1.57716  0.00
O  1.69633  -1.68752  -1.55543  -0.23
O  2.73020  -0.45579  0.18198  -0.24
O  1.53308  1.20904  -1.97741  -0.17
S  1.62912  -0.58487  -0.67716  0.75
H  0.11371  0.32634  0.98189  0.07
H  -0.69753  -0.10797  -0.38320  0.10

Cartesian forces (eV/Å) of the 2 atoms listed first:
N 0.4 0.9 -1.1
N 0.6 -2.1 -2.2

HOMO	-0.37306	Eh
E	-809.68057	Eh
LUMO energy	-1.583	eV
largest force on an atom	3.5	eV/A
molecular weight	126.093	g/mol

---

A molecular structure, H2N2P in a non-equilibrium geometry, computed with ωB97M-V with the def2-TZVPD basis set.

Each line ends with the Löwdin charge.
Element x y z (Å)
N  -0.00252  -0.04244  3.24544  0.22
N  -0.21653  -0.33905  2.18961  -0.05
P  0.39649  -0.84073  0.01626  1.08
H  1.01575  0.33997  0.36199  -0.13
H  -0.81233  -0.14727  -0.08287  -0.12

Cartesian forces (eV/Å) of the 2 atoms listed first:
N -1.1 -1.1 -3.8
N 1.5 0.5 3.2

HOMO	-0.67579	Eh
E	-451.70810	Eh
LUMO energy	-8.409	eV
largest force on an atom	4.1	eV/A
molecular weight	61.004	g/mol
net charge	+1

---

A single H2N2P2S2 molecule in a non-equilibrium geometry, computed with ωB97M-V with the def2-TZVPD basis set.

Each line ends with the Löwdin charge.
Element x y z (Å)
S  0.83447  -2.84730  0.13234  0.06
P  0.54197  -1.09382  0.74973  0.19
P  1.22049  0.96324  -0.35417  0.23
S  2.35119  2.22701  0.52107  0.05
N  -0.79495  0.82034  -0.02269  -0.31
N  -0.96161  -0.50293  -0.03700  -0.38
H  -1.34315  1.33755  -0.67651  0.06
H  -1.84841  -0.90409  -0.31277  0.11

Cartesian forces (eV/Å) of the 2 atoms listed first:
S 0.5 -1.4 -0.2
P -1.6 0.3 -0.3

HOMO (spin up / spin down)	-0.30647 / -0.28938	Eh
E	-1589.73153	Eh
LUMO energy (spin up / spin down)	-1.985 / -1.611	eV
largest force on an atom	2.2	eV/A
molecular weight	156.112	g/mol

---

A gas-phase ion, H2N3O2 (charge -1) in a non-equilibrium geometry, computed with ωB97M-V with the def2-TZVPD basis set.

Each line ends with the Löwdin charge.
Element x y z (Å)
H  1.02033  -1.05566  0.00057  -0.04
N  0.35485  -0.27971  0.01204  -0.15
N  -0.84825  -0.90452  0.02635  -0.11
N  -1.85374  -0.16279  0.04100  -0.46
O  -3.06066  -0.48753  0.06034  -0.17
O  -1.55224  1.26029  0.05066  -0.05
H  -0.58888  1.05380  0.04356  -0.02

Cartesian forces (eV/Å) of the 2 atoms listed first:
H -0.2 0.4 0.0
N -0.5 -0.4 0.0

HOMO	-0.08295	Eh
E	-315.82902	Eh
LUMO energy	5.095	eV
largest force on an atom	1.6	eV/A
molecular weight	76.035	g/mol
net charge	-1

---

A molecular structure, H2N3O2S in a non-equilibrium geometry, computed with ωB97M-V with the def2-TZVPD basis set.

Each line ends with the Löwdin charge.
Element x y z (Å)
N  -2.99944  0.12920  0.51432  -0.67
N  0.30039  1.01551  -0.21833  -0.05
N  1.38832  0.47866  -0.05898  -0.19
O  2.46029  1.39604  0.33119  -0.38
O  -2.05727  -0.00843  -0.43898  -0.32
S  -4.46481  0.34518  0.01650  0.46
H  -0.93404  0.43224  -0.22594  0.07
H  0.25924  2.03148  -0.33373  0.08

Cartesian forces (eV/Å) of the 2 atoms listed first:
N 2.8 0.1 -0.6
N -2.9 0.1 -1.0

HOMO	-0.17598	Eh
E	-714.00706	Eh
LUMO energy	3.091	eV
largest force on an atom	6.3	eV/A
molecular weight	108.102	g/mol
net charge	-1

---

A gas-phase ion, H2N3O2S (charge -1) in a non-equilibrium geometry, computed with ωB97M-V with the def2-TZVPD basis set.

Each line ends with the Löwdin charge.
Element x y z (Å)
O  -2.39168  0.30980  0.14828  -0.14
N  -1.15719  0.03897  -0.03125  -0.34
O  -0.89651  -1.44935  -0.11307  -0.07
N  -0.25318  0.90512  0.02359  -0.05
N  1.06254  0.82500  0.17755  -0.57
S  1.99709  -0.65145  0.16378  0.18
H  0.05385  -1.58850  -0.01126  -0.10
H  1.58508  1.61040  -0.35763  0.08

Cartesian forces (eV/Å) of the 2 atoms listed first:
O 1.4 -0.6 -0.6
N 0.7 -1.0 0.7

HOMO	-0.10570	Eh
E	-714.00329	Eh
LUMO energy	4.007	eV
largest force on an atom	2.8	eV/A
molecular weight	108.102	g/mol
net charge	-1

---

2 unconnected molecules or ions with the total composition H2N3O2S in a non-equilibrium geometry, computed with ωB97M-V with the def2-TZVPD basis set.

Each line ends with the Löwdin charge.
Element x y z (Å)
N  0.31452  -0.30057  1.98730  -0.84
N  -0.37730  0.06621  -0.50407  0.02
N  -1.32175  0.69962  -1.07164  -0.08
O  -0.79187  1.64545  -2.09537  -0.33
O  1.17361  -1.20320  1.90974  -0.26
S  0.08592  0.62749  3.28380  0.35
H  -0.42378  -0.15554  0.53810  0.03
H  0.58155  0.27106  -0.80825  0.11

Cartesian forces (eV/Å) of the 2 atoms listed first:
N 0.2 -1.1 -1.0
N -0.2 0.8 -0.7

HOMO	-0.14617	Eh
E	-714.01230	Eh
LUMO energy	3.809	eV
largest force on an atom	6.7	eV/A
molecular weight	108.102	g/mol
net charge	-1

---

3 unconnected molecules or ions with the total composition H2N3O3 in a non-equilibrium geometry, computed with ωB97M-V with the def2-TZVPD basis set.

Each line ends with the Löwdin charge.
Element x y z (Å)
N  -1.29323  2.94632  -0.42243  0.02
N  -1.19808  3.83197  0.22269  -0.01
N  -1.04059  -0.60021  0.42786  -0.38
O  -0.35022  -1.14075  -0.49455  -0.25
O  -2.27836  -0.62034  0.36377  -0.23
O  2.23243  -1.37425  0.34718  -0.15
H  1.30656  -1.52473  0.14087  -0.06
H  2.62150  -1.51800  -0.58539  0.06

Cartesian forces (eV/Å) of the 2 atoms listed first:
N 0.1 1.3 0.9
N -0.1 -1.3 -0.9

HOMO	-0.11688	Eh
E	-391.19890	Eh
LUMO energy	4.607	eV
largest force on an atom	3.3	eV/A
molecular weight	92.034	g/mol
net charge	-1

---

A single H2N4O2 molecule in a non-equilibrium geometry, computed with ωB97M-V with the def2-TZVPD basis set.

Each line ends with the Löwdin charge.
Element x y z (Å)
N  -1.59646  0.23223  -0.06087  0.08
N  -0.37357  0.65077  -0.02168  -0.02
N  0.62031  -0.11554  -0.09946  -0.35
O  0.64548  -1.37065  -0.07394  -0.07
N  1.89315  0.61620  0.08114  0.05
O  2.86791  -0.07104  0.03238  0.07
H  -1.76846  -0.71875  -0.35184  0.10
H  -2.28836  0.77678  0.49427  0.14

Cartesian forces (eV/Å) of the 2 atoms listed first:
N -1.0 -0.9 0.3
N 1.9 2.7 0.6

HOMO (spin up / spin down)	-0.33641 / -0.33645	Eh
E	-370.49414	Eh
LUMO energy (spin up / spin down)	-1.113 / -1.113	eV
largest force on an atom	3.4	eV/A
molecular weight	90.042	g/mol

---

2 unconnected molecules or ions with the total composition H2N4O2 in a non-equilibrium geometry, computed with ωB97M-V with the def2-TZVPD basis set.

Each line ends with the Löwdin charge.
Element x y z (Å)
N  3.32966  -0.94598  0.11060  0.02
N  1.44536  1.20547  -0.10074  -0.13
N  3.57818  -0.05120  -0.47442  0.01
N  1.22370  0.34041  0.75187  -0.12
O  0.53514  1.38566  -1.08650  0.08
O  0.02496  -0.39909  0.71153  -0.01
H  -0.17502  0.85819  -0.87428  0.04
H  0.17644  -1.03695  1.42027  0.11

Cartesian forces (eV/Å) of the 2 atoms listed first:
N 0.4 0.6 -0.5
N 1.6 8.4 -7.7

<S²>	2.01
HOMO (spin up / spin down)	-0.25288 / -0.39321	Eh
E	-370.44739	Eh
LUMO energy (spin up / spin down)	0.532 / -3.078	eV
largest force on an atom	12.6	eV/A
molecular weight	90.042	g/mol
2S+1	3